[1]
{
  "formula": "C9H12N4O3Pd",
  "method": "ωB97M-V/def2-TZVPD",
  "species": ["Pd", "N", "C", "C", "O", "N", "C", "C", "O", "O", "H", "H", "H", "H", "H", "H", "N", "C", "C", "C", "C", "C", "N", "H", "H", "H", "H", "H", "H"],
  "xyz": [[0.878, -0.164, -0.995], [3.181, -0.909, -0.664], [3.243, -1.391, 0.719], [2.549, -0.401, 1.711], [3.097, -0.242, 2.831], [1.458, 0.112, 1.231], [0.814, 1.214, 1.883], [0.542, 2.431, 0.927], [0.086, 3.450, 1.480], [0.791, 2.321, -0.294], [3.965, -1.251, -1.217], [3.184, 0.119, -0.645], [4.284, -1.512, 1.068], [2.745, -2.369, 0.776], [1.408, 1.590, 2.732], [-0.173, 0.905, 2.269], [-1.074, 1.198, -2.161], [-1.867, 0.276, -1.544], [-3.199, 0.529, -1.206], [-3.935, -0.463, -0.575], [-3.336, -1.692, -0.334], [-2.026, -1.879, -0.753], [-1.297, -0.935, -1.342], [-1.287, 2.160, -1.933], [-0.059, 0.982, -1.891], [-3.621, 1.507, -1.390], [-4.957, -0.268, -0.265], [-3.868, -2.493, 0.167], [-1.530, -2.830, -0.587]],
  "gap_ev": 4.516,
  "homo_ev": 0.950,
  "de_lowest_kj_mol": 102.0,
  "largest_force_ha_per_bohr": 0.0337,
  "charge": -2
}

[2]
{
  "formula": "C21H31N3OTlV",
  "method": "ωB97M-V/def2-TZVPD",
  "species": ["N", "C", "O", "Tl", "V", "N", "N", "C", "C", "C", "C", "C", "C", "C", "C", "H", "H", "H", "H", "H", "H", "H", "H", "H", "H", "H", "H", "H", "H", "H", "H", "H", "H", "C", "H", "H", "H", "C", "H", "H", "H", "C", "C", "C", "C", "C", "C", "C", "C", "C", "C", "H", "H", "H", "H", "H", "H", "H"],
  "xyz": [[0.372, 0.480, -1.839], [0.259, 1.095, -2.923], [0.175, 1.684, -3.946], [2.700, 0.353, 1.377], [-0.192, -0.041, -0.089], [1.185, -1.174, 0.878], [-1.939, -0.582, -0.281], [1.802, -2.337, 0.141], [-2.738, -1.008, -1.451], [2.870, -2.985, 1.021], [0.754, -3.387, -0.203], [2.424, -1.809, -1.143], [-3.277, 0.231, -2.168], [-3.917, -1.887, -1.032], [-1.873, -1.800, -2.419], [3.657, -2.280, 1.326], [3.352, -3.788, 0.447], [2.432, -3.430, 1.923], [0.333, -3.852, 0.695], [1.229, -4.185, -0.789], [-0.069, -2.973, -0.800], [1.680, -1.349, -1.809], [2.889, -2.655, -1.673], [3.216, -1.067, -0.957], [-3.870, 0.853, -1.487], [-3.919, -0.083, -3.002], [-2.461, 0.840, -2.578], [-4.657, -1.337, -0.440], [-3.573, -2.754, -0.454], [-4.424, -2.258, -1.931], [-2.485, -2.062, -3.293], [-1.529, -2.735, -1.963], [-1.009, -1.232, -2.777], [0.479, -1.589, 2.117], [-0.570, -1.244, 2.115], [0.478, -2.681, 2.228], [0.978, -1.168, 3.005], [-2.716, -0.134, 0.880], [-2.122, 0.546, 1.508], [-3.617, 0.419, 0.572], [-3.040, -0.979, 1.511], [2.139, 3.273, 3.876], [1.424, 2.071, 4.011], [0.508, 1.691, 3.036], [0.364, 2.450, 1.843], [-0.265, 1.965, 0.654], [-0.645, 2.864, -0.332], [-0.205, 4.210, -0.289], [0.637, 4.631, 0.724], [0.963, 3.764, 1.800], [1.887, 4.120, 2.808], [2.869, 3.557, 4.635], [1.576, 1.442, 4.892], [-0.166, 0.845, 3.208], [-1.325, 2.560, -1.132], [-0.511, 4.900, -1.075], [1.049, 5.642, 0.734], [2.389, 5.087, 2.725]],
  "gap_ev": [6.378, 5.026],
  "homo_ev": [-14.594, -14.403],
  "de_lowest_kj_mol": 86.3,
  "largest_force_ha_per_bohr": 0.0815,
  "charge": 2
}

[3]
{
  "formula": "C5H8N2O",
  "method": "ωB97M-V/def2-TZVPD",
  "species": ["C", "C", "C", "C", "C", "N", "N", "O", "H", "H", "H", "H", "H", "H", "H", "H"],
  "xyz": [[1.474, 1.234, 0.066], [2.113, 0.142, 0.490], [-0.977, -1.135, -0.239], [-1.484, 0.029, 0.559], [0.418, -0.658, -0.644], [-0.990, 1.223, -0.060], [0.310, 0.893, -0.639], [1.457, -1.006, 0.159], [1.692, 2.272, 0.078], [2.928, -0.109, 1.142], [-0.803, -2.027, 0.372], [-1.748, -1.227, -1.084], [-2.606, -0.009, 0.795], [-1.060, -0.040, 1.534], [0.744, -1.031, -1.691], [-1.468, 1.449, -0.836]],
  "gap_ev": [5.272, 8.505],
  "homo_ev": [-4.316, -9.575],
  "de_lowest_kj_mol": 166.7,
  "spin_multiplicity": 3,
  "s_squared": 2.0063,
  "largest_force_ha_per_bohr": 0.1709
}

[4]
{
  "formula": "C5H9NO2PS",
  "method": "ωB97M-V/def2-TZVPD",
  "species": ["C", "C", "C", "C", "C", "N", "O", "O", "P", "S", "H", "H", "H", "H", "H", "H", "H", "H", "H"],
  "xyz": [[2.031, -0.628, -1.437], [2.783, -1.505, -0.557], [0.215, -1.376, -0.392], [0.189, 0.689, 1.233], [-3.429, -0.327, -0.705], [0.756, -0.742, -1.429], [-1.729, -1.983, 1.358], [-2.069, -0.508, -0.662], [-1.459, -2.046, -0.134], [1.571, -2.136, 0.648], [2.496, 0.097, -2.162], [3.156, -2.346, -1.205], [3.548, -0.981, 0.145], [1.195, 0.956, 0.880], [0.006, 0.192, 2.156], [-0.750, 1.147, 0.748], [-3.634, 0.582, -1.289], [-4.008, -0.134, 0.235], [-4.051, -1.204, -1.185]],
  "gap_ev": [6.695, 6.185],
  "homo_ev": [-3.461, -2.946],
  "de_lowest_kj_mol": 276.6,
  "largest_force_ha_per_bohr": 0.0529,
  "charge": -1
}

[5]
{
  "formula": "C21H41CaO8",
  "method": "ωB97M-V/def2-TZVPD",
  "species": ["Ca", "O", "C", "O", "O", "H", "C", "C", "C", "O", "C", "H", "H", "H", "H", "H", "H", "H", "H", "C", "C", "C", "O", "C", "H", "H", "H", "H", "H", "H", "H", "H", "C", "C", "C", "O", "C", "H", "H", "H", "H", "H", "H", "H", "H", "C", "C", "C", "O", "C", "H", "H", "H", "H", "H", "H", "H", "H", "C", "C", "C", "O", "C", "H", "H", "H", "H", "H", "H", "H", "H"],
  "xyz": [[0.438, -1.493, 1.455], [-3.482, 0.014, -2.130], [-2.557, -0.283, -1.268], [-2.750, -0.416, -0.060], [-1.361, -0.347, -1.568], [-2.936, 0.000, -2.920], [-2.759, -6.534, 2.202], [-1.925, -6.597, 3.429], [-0.635, -5.776, 3.001], [-1.322, -4.701, 2.268], [-2.617, -5.085, 1.822], [-3.793, -6.806, 2.415], [-2.227, -7.044, 1.399], [-1.597, -7.610, 3.663], [-2.481, -6.170, 4.263], [0.088, -6.201, 2.305], [-0.116, -5.449, 3.902], [-2.842, -4.868, 0.777], [-3.354, -4.463, 2.329], [-2.036, -0.049, 7.244], [-1.074, -1.215, 7.584], [-0.004, -1.162, 6.540], [-0.867, -0.846, 5.393], [-2.015, -0.057, 5.714], [-1.675, 0.911, 7.615], [-3.019, -0.147, 7.704], [-1.607, -2.134, 7.340], [-0.806, -1.298, 8.637], [0.456, -2.141, 6.406], [0.756, -0.404, 6.729], [-2.835, -0.661, 5.327], [-2.106, 0.958, 5.328], [1.792, 4.024, 3.053], [1.108, 4.610, 1.727], [0.598, 3.311, 1.018], [1.459, 2.266, 1.580], [2.524, 2.865, 2.424], [1.063, 3.673, 3.783], [2.436, 4.734, 3.572], [1.823, 5.171, 1.125], [0.320, 5.285, 2.061], [0.600, 3.435, -0.065], [-0.422, 3.238, 1.396], [3.304, 3.163, 1.724], [2.906, 2.086, 3.084], [-3.679, 2.340, -7.412], [-2.226, 2.789, -7.019], [-1.680, 1.509, -6.313], [-2.643, 0.514, -6.441], [-3.568, 0.760, -7.462], [-3.871, 2.811, -8.376], [-4.427, 2.628, -6.673], [-2.239, 3.661, -6.365], [-1.570, 3.172, -7.800], [-1.586, 1.824, -5.274], [-0.712, 1.212, -6.717], [-4.456, 0.155, -7.281], [-3.043, 0.440, -8.362], [6.327, 1.874, -3.804], [5.060, 1.981, -4.590], [4.178, 0.954, -3.792], [5.072, -0.041, -3.297], [6.391, 0.359, -3.377], [6.359, 2.415, -2.858], [7.246, 2.219, -4.279], [5.115, 1.671, -5.633], [4.618, 2.974, -4.508], [3.401, 0.495, -4.402], [3.713, 1.277, -2.860], [7.010, -0.201, -4.078], [6.760, 0.419, -2.353]],
  "gap_ev": 3.478,
  "homo_ev": -9.744,
  "largest_force_ha_per_bohr": 0.0924,
  "charge": 1
}

[6]
{
  "formula": "H31O16",
  "method": "ωB97M-V/def2-TZVPD",
  "species": ["O", "H", "H", "O", "H", "H", "O", "H", "H", "O", "H", "H", "O", "H", "H", "O", "H", "H", "O", "H", "H", "O", "H", "H", "O", "H", "O", "H", "H", "O", "H", "H", "O", "H", "H", "O", "H", "H", "O", "H", "H", "O", "H", "H", "O", "H", "H"],
  "xyz": [[-2.553, -2.022, 1.625], [2.592, -0.203, 0.831], [-0.681, -0.389, 5.429], [-1.003, 5.758, -0.389], [-1.736, -1.684, 1.197], [-2.453, -2.949, 1.924], [1.433, -2.035, -2.697], [-0.570, 4.849, -0.546], [-0.659, 1.019, 4.757], [-0.081, 0.272, 5.092], [4.267, -2.026, -2.018], [-0.762, 5.866, 0.473], [2.974, 0.689, 0.779], [4.011, -1.028, 1.471], [-2.323, -0.919, -4.141], [-1.082, 1.039, 0.348], [-0.789, 0.143, 0.496], [-0.410, 1.951, 1.554], [1.247, -2.716, 2.004], [1.067, -3.626, 1.868], [1.027, -2.125, 1.302], [-4.378, -0.361, 3.346], [-3.758, -0.806, 2.801], [0.664, -2.564, -2.596], [0.190, -1.733, -0.198], [0.537, -0.614, -1.109], [4.897, -1.249, 1.752], [2.041, 1.042, 0.534], [5.346, -1.802, 1.081], [-2.503, 3.669, -3.630], [1.905, -1.970, -1.842], [-2.100, 2.757, -3.685], [-2.780, -0.292, -4.682], [4.615, -3.398, -2.440], [0.501, -0.156, -2.547], [-1.757, 1.594, -2.276], [-2.038, 4.030, -2.862], [-0.513, 1.142, -0.458], [0.611, 0.259, -1.699], [-2.145, 0.429, -4.433], [-0.942, 1.536, -1.696], [5.086, -2.596, -2.186], [0.480, -2.615, -0.415], [-4.766, -0.928, 3.989], [-0.284, 2.149, 2.526], [-2.446, 1.242, -1.646], [0.021, 1.372, 3.013]],
  "gap_ev": 9.338,
  "homo_ev": -7.233,
  "de_lowest_kj_mol": 388.6,
  "largest_force_ha_per_bohr": 0.0944,
  "charge": -1
}